Record 1
C2H6N4O2 in the gas phase. Source: OMol25; level of theory: wB97M-V/def2-TZVPD.

```
14
Properties=species:S:1:pos:R:3:forces:R:3
C 0.88415 0.48826 -0.02115 -4.657 2.306 2.832
C -1.49259 0.79756 -0.66309 0.836 -0.161 2.025
H 2.56466 -0.39176 0.12384 -0.546 -1.185 -0.528
H 0.12887 -1.33214 0.38339 0.858 0.728 -0.787
H 2.10572 1.68927 0.96406 -0.212 2.386 0.677
H -0.32636 2.24338 0.82026 -0.265 -4.505 -3.381
H -1.83842 1.32159 -1.53115 0.200 0.509 -0.376
H -2.41371 -1.63872 0.75510 -0.479 -0.766 0.243
N 0.68338 -0.81405 -0.34136 3.871 -1.362 -0.917
N 1.97225 0.91249 0.41240 1.806 -0.847 -0.645
N -0.35797 1.18771 0.13460 0.460 3.580 1.476
N -2.19442 -0.21765 -0.39970 0.056 -1.013 1.528
O 2.14625 -1.21967 -0.36901 -1.824 -1.410 0.001
O -1.80786 -0.91608 0.86255 -0.103 1.740 -2.147
```
Forces are in eV/Å.

Values from the calculation:
E_HOMO = -9.375 eV
maximum force = 5.9 eV/A
structure (SMILES) = [H]/N=C(/NO)N/C=N\O

Here are the natural (NBO) charges for atoms 1 to 6, given in e: C 0.6115; C 0.2017; H 0.4692; H 0.4156; H 0.3800; H 0.4301


Record 2
C2H6N4O2 in the gas phase. Source: OMol25; level of theory: wB97M-V/def2-TZVPD.

```
14
Properties=species:S:1:pos:R:3:forces:R:3
C 0.11601 -0.01319 -0.14168 0.082 0.684 0.006
C -2.21196 -0.52312 -0.06857 -0.375 -0.326 -0.301
H 1.31801 1.81797 0.98054 0.127 0.158 -0.061
H 1.74280 2.08078 -0.56937 -0.377 0.155 0.371
H -0.98008 1.70077 -0.00815 0.589 -0.274 -0.194
H -2.90258 -1.26917 -0.49390 0.125 0.117 0.117
H 0.69563 -2.39964 -0.30129 0.586 0.394 0.543
H 2.28929 -2.12444 0.15399 -0.289 -0.096 0.064
N 0.97487 2.20806 0.10123 0.280 -0.443 -0.259
N -0.07226 1.36125 -0.34093 -0.407 -0.159 0.141
N 1.22011 -0.50977 0.21571 -0.506 0.108 -0.051
N 1.32045 -1.89447 0.35640 -0.280 -0.386 -0.691
O -0.97067 -0.80366 -0.53746 0.132 0.170 0.369
O -2.53963 0.36861 0.65348 0.313 -0.101 -0.057
```
Forces are in eV/Å.

Values from the calculation:
E_HOMO = -8.620 eV
maximum force = 0.9 eV/A
structure (SMILES) = N/N=C(/NN)OC=O

Here are the natural (NBO) charges for atoms 1 to 6, given in e: C 0.5901; C 0.6624; H 0.3458; H 0.3519; H 0.3989; H 0.1301


Record 3
C2H6N4OS in the gas phase. Source: OMol25; level of theory: wB97M-V/def2-TZVPD.

```
14
Properties=species:S:1:pos:R:3:forces:R:3
C -0.15968 -0.19726 -0.88898 0.112 1.068 -0.454
C 0.46979 0.19741 1.76659 0.715 1.851 3.779
H -1.57093 -0.72452 -3.27772 2.926 1.074 0.573
H 0.16337 -1.35575 -2.96847 -2.895 3.406 -1.853
H -0.34778 1.45498 -2.20912 0.295 -1.859 0.508
H 1.60720 -1.26486 2.50517 -3.931 -0.858 -1.728
H 0.07857 -1.58953 1.38404 0.338 -2.505 -1.386
H 1.29988 0.92536 3.50347 -0.718 0.023 -2.756
N -0.50485 -0.36985 -3.32784 1.602 -3.605 3.035
N -0.11362 0.43234 -2.09017 -2.177 1.073 -2.613
N 0.51687 -1.17760 2.15265 3.495 3.872 1.545
N 0.94875 1.19084 2.49245 -0.539 -1.968 0.152
O 0.13134 -1.34462 -0.75513 0.333 -2.302 0.028
S -0.62948 0.79877 0.45303 0.444 0.732 1.169
```
Forces are in eV/Å.

Values from the calculation:
E_HOMO = -9.533 eV
maximum force = 5.4 eV/A
structure (SMILES) = [H]/N=C(\N)SC(=O)NN

Here are the natural (NBO) charges for atoms 1 to 6, given in e: C 0.4790; C 0.2803; H 0.3508; H 0.3880; H 0.4070; H 0.4169


Record 4
2 unconnected molecules or ions with the total composition C2H6N4S. Source: OMol25; level of theory: wB97M-V/def2-TZVPD.

```
13
Properties=species:S:1:pos:R:3:forces:R:3
C 1.05851 0.75992 -0.61885 3.065 -0.746 2.760
C 0.31946 1.29289 0.60950 0.286 2.484 -0.317
N -1.36197 -1.49070 0.21931 2.367 -0.019 -0.085
N -1.90335 -1.20480 -0.80350 -2.081 0.335 -2.036
N 0.56842 0.25385 -1.64539 -1.562 0.097 -0.293
N -0.56096 -2.01249 0.92142 -1.718 0.951 -2.555
S -0.25289 -2.22372 2.43498 0.731 -0.416 2.768
H 2.23040 0.70137 -0.31910 -2.265 0.206 -1.238
H -0.10153 2.34603 0.39519 0.632 -1.529 0.297
H 1.00517 1.38770 1.47053 0.091 0.200 -0.700
H -0.46478 0.73548 1.06742 -0.892 -0.816 -0.472
H -1.71135 -0.35069 -1.41997 0.702 -0.958 1.870
H 1.17487 -0.19484 -2.31155 0.645 0.212 0.002
```
Forces are in eV/Å.

Values from the calculation:
E_HOMO (alpha / beta) = -8.135 / -8.136 eV
maximum force = 4.2 eV/A
structure (SMILES) = [H]/N=N/N=S.[H]/N=C/C

Here are the natural (NBO) charges for atoms 1 to 6, given in e: C 0.1790; C -0.7022; N 0.2414; N -0.4037; N -0.6708; N -0.2326


Which of these has the highest maximum force? number 1


Among the records above, which one has the highest maximum force? number 1